ORCA calculation (the ωB97M-V functional and the def2-TZVPD basis) on a cluster of 2 separate species, C4H9NO in total in a non-equilibrium geometry.

XYZ file:
```
15
Properties=species:S:1:pos:R:3:nbo_charge:R:1
C 1.735 -0.498 -2.923 -0.0233
N 1.704 -0.517 -1.636 -0.4457
C 0.821 0.438 -1.043 0.1936
C 0.705 1.755 -1.487 -0.5085
C -0.122 -0.132 0.051 -0.6685
H 2.144 -1.375 -3.540 0.1776
H 1.449 0.414 -3.501 0.1615
H 1.590 2.401 -1.652 0.2202
H -0.280 2.164 -1.387 0.2013
H 0.332 -0.817 0.786 0.2413
H -1.015 -0.662 -0.373 0.2270
H -0.333 0.662 0.759 0.2234
O -3.471 -0.956 5.216 -0.9133
H -3.099 -0.761 6.043 0.4580
H -3.784 -0.131 5.011 0.4554
```

Calculated values
HOMO = -8.564 eV
SMILES = C=NC(=C)C.O
Max |F| = 3.8 eV/A
Gap between HOMO and LUMO = 9.10 eV
DFT total energy = -287.69362 a.u.
E_LUMO = 0.020 Eh